Entry w
{
  "formula": "C37H38N4P2S3Sn",
  "method": "ωB97M-V/def2-TZVPD",
  "multiplicity": 1,
  "e_homo_ev": -6.886,
  "orbital_gap_ev": 6.9229,
  "symbols": ["Sn", "C", "C", "N", "C", "C", "S", "C", "C", "N", "H", "H", "H", "H", "H", "H", "H", "H", "H", "H", "H", "H", "H", "H", "S", "P", "C", "P", "S", "C", "C", "C", "C", "C", "C", "C", "C", "C", "C", "C", "C", "C", "C", "C", "C", "C", "C", "C", "C", "C", "C", "C", "C", "H", "H", "H", "H", "H", "H", "H", "H", "H", "H", "H", "H", "H", "H", "H", "H", "H", "H", "H", "H", "N", "C", "C", "C", "C", "N", "C", "C", "H", "H", "H", "H"],
  "xyz": [[0.633, 1.338, -1.017], [-2.547, 2.869, -0.197], [-1.540, 3.174, 0.918], [-0.186, 3.368, 0.392], [0.101, 4.701, -0.154], [-0.578, 5.074, -1.480], [-0.351, 3.955, -2.902], [-2.035, 3.356, -3.243], [-2.516, 2.080, -2.518], [-1.987, 1.924, -1.166], [-3.457, 2.467, 0.260], [-2.834, 3.780, -0.718], [-1.880, 4.048, 1.488], [-1.496, 2.310, 1.582], [0.483, 3.184, 1.135], [-0.205, 5.479, 0.560], [1.183, 4.768, -0.279], [-1.650, 5.205, -1.350], [-0.174, 6.038, -1.789], [-2.707, 4.199, -3.072], [-2.033, 3.163, -4.315], [-3.614, 2.110, -2.517], [-2.211, 1.195, -3.077], [-2.200, 0.984, -0.853], [-0.383, -1.066, -2.261], [-0.882, -1.285, -0.311], [-0.201, -0.045, 0.665], [1.228, -0.297, 1.598], [2.617, 1.075, 1.134], [0.751, -0.094, 3.363], [-0.384, -0.762, 3.827], [-0.907, -0.487, 5.080], [-0.306, 0.475, 5.885], [0.829, 1.134, 5.440], [1.357, 0.850, 4.183], [2.020, -1.929, 1.500], [1.994, -2.856, 2.536], [2.626, -4.085, 2.381], [3.292, -4.384, 1.204], [3.327, -3.457, 0.169], [2.689, -2.237, 0.314], [-2.711, -1.061, -0.201], [-3.551, -1.423, -1.252], [-4.913, -1.159, -1.186], [-5.448, -0.536, -0.065], [-4.620, -0.177, 0.990], [-3.255, -0.437, 0.922], [-0.748, -3.041, 0.173], [-1.427, -3.485, 1.308], [-1.385, -4.821, 1.672], [-0.669, -5.727, 0.900], [0.008, -5.290, -0.229], [-0.030, -3.949, -0.594], [-0.861, -1.498, 3.189], [-1.795, -1.005, 5.423], [-0.728, 0.712, 6.854], [1.300, 1.883, 6.065], [2.239, 1.366, 3.827], [1.491, -2.619, 3.464], [2.600, -4.807, 3.188], [3.791, -5.339, 1.093], [3.849, -3.689, -0.752], [2.709, -1.507, -0.488], [-3.123, -1.888, -2.132], [-5.558, -1.434, -2.011], [-6.510, -0.323, -0.016], [-5.034, 0.313, 1.864], [-2.588, -0.130, 1.721], [-2.011, -2.785, 1.895], [-1.920, -5.159, 2.552], [-0.649, -6.774, 1.174], [0.567, -5.995, -0.834], [0.482, -3.602, -1.482], [7.169, 1.557, -6.301], [6.293, 1.427, -5.569], [5.192, 1.265, -4.650], [5.427, 1.108, -3.291], [4.334, 0.953, -2.452], [3.078, 0.946, -2.893], [2.863, 1.105, -4.195], [3.883, 1.268, -5.117], [6.435, 1.107, -2.899], [4.463, 0.832, -1.381], [1.824, 1.100, -4.510], [3.670, 1.396, -6.170]]
}


Entry x
{
  "formula": "C37H38N4P2S3Sn",
  "method": "ωB97M-V/def2-TZVPD",
  "multiplicity": 1,
  "e_homo_ev": -7.279,
  "orbital_gap_ev": 7.3641,
  "symbols": ["Sn", "C", "C", "N", "C", "C", "S", "C", "C", "N", "H", "H", "H", "H", "H", "H", "H", "H", "H", "H", "H", "H", "H", "H", "S", "P", "C", "P", "S", "C", "C", "C", "C", "C", "C", "C", "C", "C", "C", "C", "C", "C", "C", "C", "C", "C", "C", "C", "C", "C", "C", "C", "C", "H", "H", "H", "H", "H", "H", "H", "H", "H", "H", "H", "H", "H", "H", "H", "H", "H", "H", "H", "H", "N", "C", "C", "C", "C", "N", "C", "C", "H", "H", "H", "H"],
  "xyz": [[0.244, 1.467, -1.384], [-2.791, 2.885, -0.446], [-1.776, 3.076, 0.686], [-0.417, 3.294, 0.194], [-0.024, 4.668, -0.110], [-0.777, 5.345, -1.248], [-0.624, 4.557, -2.880], [-2.304, 3.963, -3.218], [-2.606, 2.504, -2.895], [-2.240, 2.081, -1.540], [-3.692, 2.423, -0.031], [-3.097, 3.852, -0.838], [-2.110, 3.895, 1.337], [-1.737, 2.168, 1.284], [0.249, 2.932, 0.878], [-0.139, 5.304, 0.779], [1.042, 4.643, -0.351], [-1.835, 5.468, -1.017], [-0.369, 6.351, -1.350], [-3.003, 4.646, -2.734], [-2.453, 4.098, -4.290], [-3.676, 2.343, -3.087], [-2.059, 1.854, -3.580], [-2.532, 1.112, -1.445], [-1.277, -1.004, -2.501], [-1.271, -1.177, -0.508], [-0.306, 0.037, 0.203], [1.020, -0.045, 1.271], [2.238, 1.523, 0.909], [0.564, -0.033, 3.038], [-0.617, -0.639, 3.453], [-0.954, -0.684, 4.799], [-0.108, -0.118, 5.741], [1.074, 0.489, 5.335], [1.410, 0.531, 3.990], [2.012, -1.570, 1.126], [2.125, -2.519, 2.133], [2.930, -3.638, 1.948], [3.628, -3.808, 0.763], [3.507, -2.865, -0.252], [2.699, -1.757, -0.073], [-3.014, -1.015, 0.039], [-4.022, -1.706, -0.636], [-5.340, -1.600, -0.225], [-5.670, -0.798, 0.864], [-4.677, -0.109, 1.540], [-3.353, -0.219, 1.127], [-0.872, -2.873, 0.015], [-1.445, -3.425, 1.158], [-1.084, -4.697, 1.580], [-0.152, -5.426, 0.856], [0.411, -4.887, -0.292], [0.051, -3.617, -0.714], [-1.274, -1.081, 2.715], [-1.877, -1.159, 5.110], [-0.368, -0.147, 6.792], [1.734, 0.933, 6.069], [2.325, 1.011, 3.666], [1.592, -2.393, 3.067], [3.011, -4.376, 2.736], [4.262, -4.676, 0.627], [4.043, -2.996, -1.185], [2.596, -1.025, -0.867], [-3.763, -2.314, -1.494], [-6.114, -2.139, -0.755], [-6.702, -0.714, 1.181], [-4.927, 0.516, 2.389], [-2.567, 0.315, 1.646], [-2.197, -2.875, 1.710], [-1.538, -5.120, 2.467], [0.131, -6.419, 1.183], [1.136, -5.457, -0.861], [0.475, -3.195, -1.617], [7.846, 0.658, -5.467], [6.871, 0.606, -4.862], [5.648, 0.540, -4.105], [5.664, 0.726, -2.728], [4.459, 0.651, -2.047], [3.296, 0.415, -2.649], [3.294, 0.240, -3.967], [4.440, 0.290, -4.745], [6.588, 0.924, -2.203], [4.413, 0.786, -0.970], [2.327, 0.053, -4.422], [4.396, 0.139, -5.814]]
}


It is entry w that is the least stable of them.